# 1
# C5H15N4O

An isolated ion of composition C5H15N4O and charge +1 at a distorted geometry (ωB97M-V/def2-TZVPD, the Open Molecules 2025 dataset).

## Properties
Net charge: +1
Relative energy (zero: lowest compared OMol25 entry of this formula, charge and spin): 269.5 kJ/mol
SMILES: CN[C@](N)(C(N)=O)[NH+](C)C

CARTESIAN COORDINATES (ANGSTROEM)
O 0.8471 1.7184 1.0537
N 0.2104 -0.3726 -1.7828
N -1.0642 0.0911 0.3292
N 1.1005 -1.1829 0.0628
N 1.8896 1.6474 -0.9299
C 1.5116 -1.0503 1.4460
C 1.0659 1.1681 -0.0245
C -1.7320 -1.1712 0.4758
C -1.8791 1.1180 -0.2451
C 0.4596 -0.1678 -0.4673
H -1.3843 1.9977 -0.3926
H -2.6050 -1.1100 1.0791
H 2.4114 -0.5271 1.5623
H -2.6144 1.5136 0.5195
H 2.4127 2.5630 -0.7185
H 1.3397 -2.0581 -0.4621
H -2.4037 0.8055 -1.1407
H -1.0680 -1.8664 1.0348
H 1.4056 -1.9418 1.9228
H 2.1221 1.2370 -1.8063
H 0.7830 -0.3001 2.0280
H -0.1622 0.3583 -2.3988
H -0.0821 -1.2738 -1.8549
H -0.7361 0.3487 1.3084
H -1.8281 -1.5446 -0.5989

Atomic partial charges in e from the Mulliken method, atoms 1 to 5: -0.58 -0.58 -0.04 -0.15 -0.30

# 2
# C17H26N2O5

The molecule C17H26N2O5 (ωB97M-V/def2-TZVPD, the Open Molecules 2025 dataset).

## Properties
Relative energy (zero: lowest compared OMol25 entry of this formula, charge and spin): 325.3 kJ/mol
SMILES: CCOc1cc(C(=O)NN2CCOCC2)cc(OCC)c1OCC

CARTESIAN COORDINATES (ANGSTROEM)
O 3.6979 -0.0566 0.0410
O 2.1168 2.1085 0.1535
O 2.4397 -2.6663 -0.3158
O -6.7514 -0.5842 -0.0088
O -2.3930 -1.5766 -1.1099
N -2.6573 0.1095 0.3793
N -4.0595 0.1090 0.4597
C 4.2357 0.5899 1.1897
C -6.1929 0.5862 -0.5543
C 1.7778 -1.4908 -0.2202
C 4.2214 -4.2114 -0.4485
C 1.4817 0.9074 0.0053
C 1.4094 3.3128 -0.0556
C 5.1873 1.6981 0.7658
C -4.6949 0.4234 -0.8155
C -1.9086 -0.7310 -0.3864
C -0.4383 -0.5151 -0.2544
C 0.1082 0.7550 -0.0849
C 1.0837 3.5597 -1.5252
C -6.1055 -0.9354 1.1908
C 3.8500 -2.7571 -0.1990
C 2.3334 -0.2187 -0.0295
C 0.3914 -1.6137 -0.3442
C -4.6051 -1.1418 0.9796
H 4.1667 -2.4551 0.8072
H -0.0257 -2.5945 -0.5035
H 0.5009 3.3457 0.5591
H -6.3483 1.4300 0.1361
H -6.2577 -0.1443 1.9415
H -6.5754 -1.8585 1.5337
H 2.0921 4.0862 0.3088
H 0.4297 2.7833 -1.9144
H 4.6402 2.4564 0.2138
H -0.5394 1.6165 -0.0757
H 2.0003 3.5584 -2.1096
H -4.1190 -1.3644 1.9319
H -4.2756 1.3590 -1.1911
H 0.5950 4.5238 -1.6351
H -4.4400 -1.9736 0.2818
H 4.3360 -2.1044 -0.9309
H 5.9653 1.2908 0.1259
H 5.2971 -4.3367 -0.3652
H 3.9024 -4.5098 -1.4431
H -2.2057 0.7117 1.0517
H -6.7267 0.7751 -1.4870
H -4.5315 -0.3723 -1.5545
H 3.7290 -4.8518 0.2782
H 3.4368 0.9910 1.8184
H 4.7808 -0.1723 1.7668
H 5.6441 2.1490 1.6425

Atomic partial charges in e from the Mulliken method, atoms 1 to 5: -0.57 -0.36 -0.40 -0.38 -0.63

# 3
# C4H8O3Tl

C4H8O3Tl as an isolated structure at a distorted geometry (ωB97M-V/def2-TZVPD, the Open Molecules 2025 dataset).

## Properties
Net charge: +3
Relative energy (zero: lowest compared OMol25 entry of this formula, charge and spin): 1052.4 kJ/mol

CARTESIAN COORDINATES (ANGSTROEM)
Tl -0.2958 -1.1281 1.4004
O -1.0592 0.3765 0.0923
O 0.3779 0.7989 0.4808
O 1.2078 -0.2332 0.1072
C 2.6772 -1.2047 -1.4826
C 1.6606 -0.1129 -1.2802
C -1.7058 1.4604 -0.4368
C -1.5939 1.6588 -1.7531
H -2.0924 2.1829 0.2839
H 2.0872 0.8914 -1.3743
H -1.8011 2.6500 -2.1564
H 3.5404 -1.0692 -0.8207
H 2.2347 -2.1942 -1.3150
H 3.0206 -1.1520 -2.5231
H -1.3499 0.8310 -2.4209
H 0.7786 -0.2269 -1.9215

Atomic partial charges in e from the Mulliken method, atoms 1 to 5: 1.35 -0.16 -0.01 0.07 -1.23

# 4
# C5H10O

A 2-piece molecular cluster, C5H10O overall at a distorted geometry (ωB97M-V/def2-TZVPD, the Open Molecules 2025 dataset).

## Properties
Relative energy (zero: lowest compared OMol25 entry of this formula, charge and spin): 483.6 kJ/mol
SMILES: C=CC.C=CO

CARTESIAN COORDINATES (ANGSTROEM)
O 1.6967 -1.3661 1.7618
C 0.1522 1.2131 -1.7893
C 0.7473 -2.2330 2.4286
C -0.8143 0.3638 -2.2207
C -0.2057 2.4695 -1.0658
C -0.6009 -1.9338 2.0183
H -0.5131 -1.7970 0.9426
H -1.8265 0.6060 -2.0318
H 1.6850 -1.5334 0.7465
H 1.1858 -2.7606 3.2650
H -0.5270 -0.6026 -2.6052
H -1.0638 3.1065 -1.4640
H 0.6860 3.0628 -0.8500
H -0.6554 2.1263 -0.1512
H -1.1710 -1.3819 2.7495
H 1.2246 0.6603 -1.7342

Atomic partial charges in e from the Mulliken method, atoms 1 to 5: -0.46 0.18 -0.14 -0.78 -1.02

# 5
# C16H56N2O12

A 12-piece molecular cluster, C16H56N2O12 overall at a distorted geometry (ωB97M-V/def2-TZVPD, the Open Molecules 2025 dataset).

## Properties
Relative energy (zero: lowest compared OMol25 entry of this formula, charge and spin): 243.6 kJ/mol
SMILES: NC(N)=O.CCO.CCO.CCO.CCO.CO.CO.CO.CO.CO.CO.CO

CARTESIAN COORDINATES (ANGSTROEM)
O 9.9958 18.6430 -11.7246
O 11.1721 14.9844 -13.1379
O 6.6173 13.2766 -18.0377
O 7.9755 13.5119 -14.9706
O 5.6310 21.5381 -12.1428
O 5.1494 17.3362 -13.3208
O 6.5353 17.9741 -15.6512
O 10.3714 14.4662 -15.6459
O 5.0033 16.0587 -16.7208
O 7.0822 15.0547 -10.9062
O 2.6396 18.8915 -17.1686
O 12.2018 17.3985 -13.2186
N 7.9517 16.5850 -9.4058
N 6.6745 17.3641 -10.9400
C 10.5239 15.1261 -16.8566
C 7.8135 17.4731 -15.4723
C 3.3679 19.4581 -16.1089
C 9.8938 15.1911 -12.5377
C 13.3998 17.4422 -12.5355
C 11.7186 16.0287 -16.7477
C 4.1570 15.3656 -12.3407
C 7.2695 16.3095 -10.4198
C 8.4800 18.2049 -14.3256
C 4.0061 16.4412 -13.3628
C 10.3373 19.9914 -11.9237
C 13.4876 18.7425 -11.7636
C 6.1227 20.5648 -13.1792
C 7.3176 14.4180 -18.4287
C 6.8453 14.0433 -14.2774
C 4.6590 16.6676 -17.9717
H 9.6452 20.6577 -11.4470
H 7.1519 14.9530 -13.7317
H 4.1544 15.8765 -14.2797
H 5.9713 17.3125 -16.0764
H 9.9475 15.3434 -11.4625
H 9.6328 15.7770 -16.9475
H 5.3501 17.7938 -14.1188
H 8.0920 17.7997 -13.4172
H 8.3114 17.5480 -9.2929
H 6.1383 19.5633 -12.8215
H 6.9487 14.7348 -19.4248
H 5.2159 16.1764 -18.7879
H 11.3525 20.3207 -11.5597
H 3.0670 16.9524 -13.4364
H 13.5167 19.6183 -12.4298
H 12.6459 18.8190 -11.0947
H 10.6030 18.2624 -12.3313
H 3.6386 16.6417 -18.3167
H 6.2413 17.1832 -11.8672
H 14.4238 18.7435 -11.1767
H 11.9633 16.4388 -17.7046
H 12.5550 15.4738 -16.3494
H 2.8969 20.3291 -15.6765
H 9.1871 14.3714 -12.6319
H 8.3685 15.7156 -8.9787
H 9.4083 16.0713 -12.9034
H 6.9062 18.3339 -10.6509
H 3.9384 15.7948 -11.3057
H 10.1510 20.2008 -12.9830
H 8.4252 19.3048 -14.3504
H 11.8831 16.4670 -13.2163
H 6.8241 12.5897 -18.6264
H 4.6667 15.1625 -16.6787
H 4.8221 17.7007 -18.0389
H 4.3254 19.8568 -16.4191
H 7.6971 12.6729 -15.3400
H 14.1831 17.4118 -13.2164
H 13.4925 16.5674 -11.8622
H 5.9063 21.2187 -11.2901
H 5.1174 14.8628 -12.3055
H 6.4514 13.2970 -13.5777
H 7.1124 20.8354 -13.5947
H 5.4293 20.4646 -14.0367
H 8.3070 17.4894 -16.4789
H 9.5168 17.8744 -14.2501
H 9.5093 14.0667 -15.6089
H 7.2566 15.1262 -17.6609
H 3.5175 18.7917 -15.2442
H 11.0418 14.6392 -13.9988
H 11.4435 16.8361 -16.0725
H 10.5373 14.5331 -17.7734
H 6.0554 14.3384 -14.9249
H 3.4563 14.5689 -12.5463
H 8.3467 14.1059 -18.5372
H 7.8424 16.4421 -15.1471
H 2.9620 19.4009 -17.8897

Atomic partial charges in e from the Mulliken method, atoms 1 to 5: -0.27 -0.68 -0.52 -0.48 -0.55

# 6
# C24H25N2

A 2-piece molecular cluster, C24H25N2 overall at a distorted geometry (ωB97M-V/def2-TZVPD, the Open Molecules 2025 dataset).

## Properties
Net charge: +1
Relative energy (zero: lowest compared OMol25 entry of this formula, charge and spin): 67.5 kJ/mol

CARTESIAN COORDINATES (ANGSTROEM)
N 3.3872 0.7771 0.0496
N -1.7086 -0.4468 -2.3708
C 4.8139 2.6735 0.0842
C -5.1829 0.9874 -2.1923
C -0.3594 -0.6506 -6.3435
C 1.9943 1.1440 2.0740
C -3.9833 0.4400 -1.6851
C 4.3835 1.4705 -0.7712
C 0.5277 -1.1156 -5.3604
C 0.1861 1.2183 3.6755
C 0.1804 -1.0969 -3.9921
C -1.2358 -0.7379 -1.1707
C -1.9638 -0.1330 -4.6386
C -3.1635 0.3093 -3.9853
C 2.6048 0.1112 2.7886
C 1.9951 -0.3792 3.9515
C 3.7071 2.8427 1.1489
C 0.7845 0.1727 4.3883
C -1.6180 -0.1540 -5.9863
C -2.9982 0.1128 -2.5979
C 0.0910 -1.3280 -0.9340
C 0.7957 1.7051 2.5216
C -5.3571 1.1877 -3.5746
C -1.0661 -0.6015 -3.6453
C -4.3470 0.8498 -4.4846
C 2.6611 1.7349 0.8420
H 0.3713 2.5312 1.9484
H 4.9140 3.5714 -0.5315
H 0.1989 -1.4438 0.1526
H 4.1274 2.7060 2.1520
H -6.2915 1.6119 -3.9438
H 3.9276 1.8298 -1.7145
H -2.3450 0.2183 -6.7064
H 2.8178 0.1184 -0.4694
H 3.5522 -0.2949 2.4279
H 0.3035 -0.2080 5.2865
H -3.8069 0.2681 -0.6252
H 3.2241 3.8231 1.0920
H -0.0697 -0.6754 -7.3948
H 1.8677 2.2025 0.2209
H 0.8581 -1.4587 -3.2261
H -0.7515 1.6612 4.0094
H 1.5016 -1.4983 -5.6624
H 5.7697 2.4557 0.5725
H -4.4370 0.9866 -5.5625
H -1.9109 -0.5496 -0.3375
H 2.4679 -1.1887 4.5071
H 0.2244 -2.3194 -1.3891
H 0.9134 -0.6778 -1.2648
H -5.9864 1.2597 -1.5083
H 5.2242 0.8156 -1.0310

Atomic partial charges in e from the Mulliken method, atoms 1 to 5: -0.35 0.32 -0.55 -0.74 -0.69

# 7
# C2H6N2

The molecule C2H6N2 at a distorted geometry (ωB97M-V/def2-TZVPD, the Open Molecules 2025 dataset).

## Properties
Relative energy (zero: lowest compared OMol25 entry of this formula, charge and spin): 74.7 kJ/mol
SMILES: [H]/N=C(/C)N

CARTESIAN COORDINATES (ANGSTROEM)
N 0.9875 -0.8030 0.0950
N 0.6853 1.5130 0.0260
C -1.2585 0.0651 0.0310
C 0.2269 0.3106 0.0278
H -1.4934 -0.9918 -0.3541
H 1.7341 1.3792 0.0385
H 0.5809 -1.7304 -0.0752
H 2.0005 -0.8419 -0.1495
H -1.7646 0.2868 1.0702
H -1.6987 0.8124 -0.7099

Atomic partial charges in e from the Mulliken method, atoms 1 to 5: -0.46 -0.65 -0.76 0.54 0.28

# 8
# CN4OS

A 2-piece molecular cluster, CN4OS overall at a distorted geometry (ωB97M-V/def2-TZVPD, the Open Molecules 2025 dataset).

## Properties
Net charge: -2
Relative energy (zero: lowest compared OMol25 entry of this formula, charge and spin): 292.7 kJ/mol

CARTESIAN COORDINATES (ANGSTROEM)
S -2.8299 -0.4055 0.3064
O -3.7548 0.6161 -0.4520
N 2.3404 0.3789 0.1687
N 2.0432 -0.8831 -0.0869
N 0.7240 -1.0224 -0.1904
N 1.2224 1.1061 0.2377
C 0.2547 0.2099 0.0165

Atomic partial charges in e from the Mulliken method, atoms 1 to 5: -0.09 -0.53 -0.37 -0.43 -0.25

# 9
# C2H9N5

C2H9N5 as an isolated structure at a distorted geometry (ωB97M-V/def2-TZVPD, the Open Molecules 2025 dataset).

## Properties
Relative energy (zero: lowest compared OMol25 entry of this formula, charge and spin): 781.2 kJ/mol

CARTESIAN COORDINATES (ANGSTROEM)
N 0.2384 -0.5664 -1.4407
N 1.1818 1.1219 0.1214
N -0.6160 -0.3152 0.7345
N -0.8308 -1.4552 -1.7578
N 2.3684 0.7968 -0.7974
C -1.1456 0.6466 1.7989
C 0.1230 0.0670 -0.2138
H 2.2813 -0.3835 -0.9161
H -1.5826 -0.6575 0.3924
H -0.8690 0.0852 3.0501
H -0.8889 -2.5704 -1.1024
H -0.7704 -1.6940 -2.7278
H 1.4416 1.1471 1.0089
H -0.7426 1.9176 1.7389
H 2.1755 1.2515 -1.8993
H -2.3640 0.6084 2.0098

Atomic partial charges in e from the Mulliken method, atoms 1 to 5: -0.32 -0.23 -0.21 -0.75 -0.68

# 10
# C5H10NS

An isolated ion of composition C5H10NS and charge +1 at a distorted geometry (ωB97M-V/def2-TZVPD, the Open Molecules 2025 dataset).

## Properties
Net charge: +1
Relative energy (zero: lowest compared OMol25 entry of this formula, charge and spin): 386.7 kJ/mol

CARTESIAN COORDINATES (ANGSTROEM)
S 3.3591 -0.5237 0.0118
N -1.4309 -2.0631 0.0226
C -1.2459 -0.8168 -0.2837
C 1.2420 1.1817 0.1999
C -0.1853 1.4433 -0.3376
C -1.2182 0.4300 0.4354
C 1.7331 -0.2308 0.1355
H 1.8777 1.7900 -0.4320
H -1.3474 -0.6082 -1.3895
H 1.3404 1.5870 1.1781
H -1.3639 -2.4946 0.9315
H 3.2701 -1.8656 -0.1533
H -1.9384 -2.7946 -0.5835
H -0.5630 2.4983 -0.1812
H -0.9937 0.4070 1.5316
H -2.1660 0.9698 0.2834
H -0.3699 1.0903 -1.3691

Atomic partial charges in e from the Mulliken method, atoms 1 to 5: -0.07 -0.28 -0.03 -0.62 -0.78

# 11
# C2HOS2

A 2-piece molecular cluster, C2HOS2 overall at a distorted geometry (ωB97M-V/def2-TZVPD, the Open Molecules 2025 dataset).

## Properties
Net charge: -1
Relative energy (zero: lowest compared OMol25 entry of this formula, charge and spin): 193.5 kJ/mol

CARTESIAN COORDINATES (ANGSTROEM)
S 1.6715 -0.3486 -0.5991
S -2.2537 0.2439 -1.3155
O 1.3027 1.0751 1.6452
C -1.2532 -0.2135 -0.1298
C 1.3210 0.4525 0.6465
H -0.7882 -1.2094 -0.2473

Atomic partial charges in e from the Mulliken method, atoms 1 to 5: -0.38 -0.45 -0.33 -0.46 0.55

# 12
# C5H13N3

A 2-piece molecular cluster, C5H13N3 overall at a distorted geometry (ωB97M-V/def2-TZVPD, the Open Molecules 2025 dataset).

## Properties
Relative energy (zero: lowest compared OMol25 entry of this formula, charge and spin): 151.6 kJ/mol
SMILES: [H]/N=C(\C)CN.C=NC

CARTESIAN COORDINATES (ANGSTROEM)
N -0.6134 -0.3594 -2.0076
N -0.7346 1.9150 0.4866
N -0.1866 -1.8899 0.2142
C 2.2027 -1.2902 0.4191
C -1.7190 2.1142 -0.2753
C -0.9100 1.1602 1.6925
C 0.6233 -0.2364 -1.2792
C 0.8278 -1.2538 -0.1928
H -1.3923 -0.1517 -1.3908
H 0.5820 0.7965 -0.7561
H -1.8043 0.5203 1.6838
H -0.7483 -1.3205 -2.3160
H 2.1995 -1.8277 1.3670
H -0.9262 1.8475 2.5426
H -1.5788 2.7318 -1.1475
H -2.6923 1.6272 -0.1562
H -0.0067 -2.5442 0.9741
H 1.4590 -0.2656 -1.9825
H 2.5783 -0.2834 0.5897
H -0.0501 0.5006 1.7980
H 2.8898 -1.7905 -0.2637

Atomic partial charges in e from the Mulliken method, atoms 1 to 5: -0.60 -0.39 -0.58 -1.37 -0.43